# 1
{"formula": "C24H28N4O3", "method": "ωB97M-V/def2-TZVPD", "elements": ["O", "O", "O", "N", "N", "N", "N", "C", "C", "C", "C", "C", "C", "C", "C", "C", "C", "C", "C", "C", "C", "C", "C", "C", "C", "C", "C", "C", "C", "C", "C", "H", "H", "H", "H", "H", "H", "H", "H", "H", "H", "H", "H", "H", "H", "H", "H", "H", "H", "H", "H", "H", "H", "H", "H", "H", "H", "H", "H"], "coordinates": [[3.7525, 2.4918, 1.0856], [-0.8139, 4.0072, 0.7459], [-4.0315, 3.0052, 0.3065], [-3.1215, 1.5694, 1.8007], [2.2883, -2.8174, -2.8376], [3.2326, 0.2622, -2.9028], [-1.9452, 4.3006, 2.6045], [-4.1298, 2.0654, 1.0795], [-0.9338, 1.1260, 0.6677], [1.8918, -3.8801, -0.8968], [-0.9561, -0.3591, 1.0862], [1.1522, -6.3149, -1.9897], [1.5312, -4.9136, -0.0328], [-5.4694, 1.3950, 1.2720], [2.9502, -0.5782, -1.8402], [3.1178, 0.1241, -0.6526], [2.5420, -1.9074, -1.8172], [-1.4562, 1.2860, -0.7788], [-2.6736, 3.9342, 3.8190], [3.5776, 1.5197, -2.4112], [-1.4549, 3.4959, 1.6541], [2.8880, -0.5092, 0.5824], [1.1589, -6.1435, -0.5938], [1.5160, -5.2582, -2.8401], [1.8876, -4.0331, -2.2823], [2.3108, -2.5266, -0.6016], [2.4817, -1.8559, 0.6150], [3.5181, 1.4749, -1.0334], [-0.5095, 0.7052, -1.8372], [3.7899, 2.5997, -0.1354], [-1.6985, 1.9658, 1.7266], [-2.6885, 4.7828, 4.5052], [1.5080, -5.3909, -3.9172], [-1.7709, 5.2795, 2.4369], [-0.2661, -0.9301, 0.4651], [-3.3376, 0.7827, 2.3880], [-0.9048, 0.9212, -2.8299], [-5.8092, 1.5501, 2.2938], [-0.6323, -0.4608, 2.1219], [-6.1852, 1.8351, 0.5785], [-3.7016, 3.6699, 3.5661], [-5.3725, 0.3316, 1.0646], [-1.9571, -0.7747, 0.9707], [3.0221, 0.0443, 1.5064], [2.3721, -2.6274, -3.8323], [0.8632, -7.2723, -2.4133], [4.0496, 3.5625, -0.5643], [-2.1894, 3.0919, 4.3156], [1.5403, -4.7676, 1.0423], [0.1079, 1.4537, 0.6869], [-1.5920, 2.3430, -1.0031], [3.8380, 2.3899, -3.0088], [-0.4206, -0.3749, -1.7261], [-2.4276, 0.8004, -0.8760], [2.3005, -2.3586, 1.5586], [0.8755, -6.9678, 0.0538], [3.1730, 0.0050, -3.8856], [-1.2609, 1.6831, 2.6826], [0.4728, 1.1668, -1.7428]], "atomic_forces_ev_per_a": [[-0.01, 0.12, -1.05], [0.14, -0.67, 0.07], [0.45, -0.04, 0.23], [1.21, -0.12, 0.82], [0.01, -0.06, -0.84], [0.28, 0.93, -0.48], [-0.60, 0.11, 1.52], [-1.02, 0.98, -1.16], [-0.24, -0.04, -0.27], [-0.01, 0.09, 1.00], [0.14, 0.58, -0.18], [0.26, 0.82, 0.01], [-0.21, -0.76, -0.71], [0.07, -0.05, -0.01], [0.03, 0.07, -0.53], [0.11, 0.42, 0.21], [-0.09, -0.30, -0.54], [0.30, 0.23, 0.13], [0.05, -0.01, -0.61], [-0.32, -0.78, 0.59], [0.13, 0.10, -1.70], [-0.35, -1.05, 0.62], [0.17, 0.52, 0.08], [-0.09, -0.29, -0.07], [-0.08, -0.18, 0.05], [-0.11, -0.28, 0.48], [0.48, 1.61, -0.18], [-0.08, -0.09, -0.19], [-0.32, 0.08, 0.41], [-0.15, -0.98, 1.43], [-0.12, -0.11, -0.26], [0.08, -0.11, -0.13], [-0.02, -0.06, 0.07], [0.04, -0.13, -0.08], [-0.06, -0.05, 0.04], [0.09, -0.03, 0.03], [0.06, -0.05, -0.05], [-0.13, -0.15, 0.10], [0.00, -0.15, 0.10], [0.14, -0.03, 0.11], [-0.05, -0.06, 0.21], [-0.15, -0.17, 0.12], [-0.06, -0.10, 0.04], [0.00, -0.05, -0.19], [-0.08, -0.18, 0.61], [0.05, 0.17, 0.02], [0.08, 0.42, -0.50], [-0.08, 0.03, 0.05], [0.00, -0.03, -0.11], [0.03, 0.17, 0.05], [-0.11, 0.02, 0.17], [-0.14, -0.52, -0.16], [0.18, -0.08, -0.10], [-0.17, 0.00, 0.08], [0.02, 0.08, -0.07], [0.03, 0.09, -0.11], [0.07, 0.28, 0.61], [-0.05, -0.14, 0.28], [0.15, -0.06, -0.06]], "e_homo_ha": -0.28502, "total_charge": 0, "orbital_gap_ev": 8.190, "relative_energy_kcal_mol": 27.8, "lumo_ev": 0.4342, "total_energy_ev": -37447.0112}

---

# 2
{"formula": "CH8N5", "method": "ωB97M-V/def2-TZVPD", "elements": ["N", "N", "N", "N", "N", "C", "H", "H", "H", "H", "H", "H", "H", "H"], "coordinates": [[-0.1649, 0.5600, 0.4069], [-1.4414, -0.1234, 0.4050], [-2.4421, 0.1613, -0.5154], [0.9174, -1.4319, -0.0512], [2.1123, 0.7730, -0.2255], [0.8629, -0.1566, 0.0892], [1.8304, -1.8150, -0.0525], [0.0463, -1.9855, -0.1436], [-2.1599, -0.2759, -1.3670], [-2.8527, 1.1170, -0.5549], [2.9795, 0.3655, -0.4563], [2.4040, 1.4737, 0.4819], [-0.1418, 1.4887, 0.7316], [-1.9500, -0.1510, 1.2519]], "atomic_forces_ev_per_a": [[-3.50, -1.20, -0.01], [0.05, -0.67, -0.32], [0.45, 0.74, -0.31], [-1.22, -0.84, -0.56], [-3.45, -1.24, 1.75], [5.18, 4.71, -0.39], [0.56, -0.85, -0.37], [0.94, 0.44, 0.38], [-0.55, 0.37, -0.88], [0.86, -0.95, -0.11], [0.74, -1.54, -0.58], [-1.23, -0.57, -0.21], [0.52, 1.37, -0.10], [0.65, 0.24, 1.72]], "e_homo_ha": -0.51755, "total_charge": 1, "orbital_gap_ev": 10.893, "relative_energy_kcal_mol": 65.4, "lumo_ev": -3.1904, "total_energy_ev": -8608.6494}

---

# 3
{"formula": "CH3N4Si", "method": "ωB97M-V/def2-TZVPD", "elements": ["Si", "N", "N", "N", "N", "C", "H", "H", "H"], "coordinates": [[-0.4692, 1.3449, 1.2115], [1.2654, -0.6085, -1.1438], [1.1101, -1.7714, -1.7890], [0.0109, -2.3852, -1.4491], [-0.6197, -1.6462, -0.5835], [0.2247, -0.6232, -0.3854], [0.7348, 2.2048, 0.7067], [-1.6730, 1.8841, 0.8157], [-0.5840, 1.6007, 2.6169]], "atomic_forces_ev_per_a": [[3.96, -2.04, -3.11], [0.73, -0.09, 0.10], [1.50, -0.94, -1.74], [0.48, -0.02, -0.88], [-0.78, 0.75, 1.98], [-3.09, 2.42, 2.97], [-1.06, -0.34, 0.53], [-2.04, 0.84, -1.09], [0.29, -0.57, 1.23]], "e_homo_ha": -0.18240, "total_charge": -1, "orbital_gap_ev": 8.369, "relative_energy_kcal_mol": 72.8, "lumo_ev": 3.4058, "total_energy_ev": -14920.5448}

---

# 4
{"formula": "C30H83N7O9", "method": "ωB97M-V/def2-TZVPD", "elements": ["O", "O", "O", "O", "O", "O", "O", "O", "O", "N", "N", "N", "N", "N", "N", "N", "C", "C", "C", "C", "C", "C", "C", "C", "C", "C", "C", "C", "C", "C", "C", "C", "C", "C", "C", "C", "C", "C", "C", "C", "C", "C", "C", "C", "C", "C", "H", "H", "H", "H", "H", "H", "H", "H", "H", "H", "H", "H", "H", "H", "H", "H", "H", "H", "H", "H", "H", "H", "H", "H", "H", "H", "H", "H", "H", "H", "H", "H", "H", "H", "H", "H", "H", "H", "H", "H", "H", "H", "H", "H", "H", "H", "H", "H", "H", "H", "H", "H", "H", "H", "H", "H", "H", "H", "H", "H", "H", "H", "H", "H", "H", "H", "H", "H", "H", "H", "H", "H", "H", "H", "H", "H", "H", "H", "H", "H", "H", "H", "H"], "coordinates": [[17.1982, 19.8002, 19.2742], [16.3677, 14.8163, 15.6631], [20.2359, 16.4171, 16.6111], [15.2176, 11.0618, 10.6709], [14.0791, 10.6530, 17.6323], [21.8187, 16.2034, 18.6564], [11.7971, 16.5932, 16.6852], [21.3210, 11.3960, 11.6144], [14.4544, 16.7819, 11.1765], [15.4730, 13.6315, 12.2840], [16.9467, 22.6486, 19.5299], [17.5706, 10.0201, 9.3664], [14.9070, 13.0329, 18.7857], [16.8506, 15.8607, 9.8739], [9.5369, 18.8741, 18.1024], [20.4446, 9.2531, 13.3880], [14.7548, 17.1365, 9.7915], [21.8367, 15.0274, 17.8003], [20.5350, 12.3930, 10.9676], [20.4668, 10.9225, 15.2334], [12.8782, 16.6343, 15.7433], [17.1655, 12.5252, 13.6660], [17.2508, 12.5543, 18.1968], [11.0906, 17.8161, 16.6833], [17.4077, 18.4432, 18.9662], [15.9456, 13.4680, 13.6790], [13.5485, 10.8614, 16.3389], [21.4076, 11.6296, 13.0099], [17.8950, 12.0961, 8.1786], [8.9448, 16.6608, 17.2295], [10.0298, 17.5903, 17.7509], [15.4595, 10.9078, 17.7485], [16.5128, 16.1146, 16.1912], [15.7975, 12.3877, 17.7725], [16.2513, 14.8423, 14.2243], [13.1594, 16.3728, 11.4293], [17.1460, 11.4065, 9.3184], [16.4232, 17.5526, 8.1546], [16.2372, 17.1535, 9.6122], [20.4246, 15.0981, 17.0763], [17.1898, 20.6221, 18.1364], [16.3861, 22.7816, 17.1799], [13.9582, 10.4184, 10.7258], [20.3789, 10.6544, 13.6647], [15.6752, 11.6159, 9.4463], [16.3705, 21.9169, 18.3999], [9.3640, 19.0451, 19.1042], [15.7809, 23.6787, 17.3324], [20.4879, 9.0170, 12.4335], [17.6007, 13.4641, 17.7077], [13.8255, 9.6274, 9.9930], [11.7501, 18.6360, 17.0458], [15.8577, 18.4995, 8.0321], [13.2804, 15.5934, 15.7646], [16.5630, 18.0709, 18.4410], [14.5475, 14.0939, 12.2844], [12.6711, 16.9030, 14.6957], [17.5924, 11.7196, 7.1623], [19.6024, 10.3928, 15.6846], [21.0703, 8.8215, 14.0602], [18.2964, 20.9346, 17.9569], [22.4097, 11.3623, 13.2770], [12.9757, 15.3358, 11.1642], [10.5940, 17.1368, 18.6437], [17.6807, 12.3378, 14.6263], [21.1899, 13.3298, 11.0345], [14.8454, 12.3678, 19.5601], [16.1918, 22.2459, 16.2618], [21.1346, 12.6092, 13.3757], [21.4437, 10.5417, 15.6617], [15.0426, 11.1541, 8.6295], [8.5598, 18.8662, 17.8713], [16.7658, 22.1167, 20.3896], [17.1202, 9.5175, 10.1471], [17.7429, 13.1812, 8.2488], [20.3427, 12.1083, 9.9485], [16.6759, 15.9948, 17.2912], [16.3400, 15.2937, 10.5462], [22.6904, 15.1656, 17.0937], [18.3494, 18.2690, 18.4393], [12.9096, 16.6037, 12.4997], [17.1828, 15.1956, 13.7140], [20.4764, 16.9317, 17.3986], [15.6046, 16.7133, 15.9862], [16.1072, 16.7967, 7.4983], [15.3396, 12.6712, 11.8541], [20.4822, 14.3811, 16.2668], [15.5056, 12.7101, 9.4386], [13.9427, 10.1820, 15.5386], [16.5018, 23.5622, 19.6148], [20.3748, 11.9880, 15.4771], [17.5184, 11.9291, 10.2507], [19.6606, 14.7543, 17.7717], [17.7953, 11.7334, 17.7387], [12.4240, 16.9586, 10.8428], [8.2925, 16.2441, 17.9350], [17.3621, 23.1745, 16.9288], [16.7558, 20.1202, 17.3006], [18.9568, 11.9714, 8.1615], [15.5967, 12.9292, 16.8449], [16.0220, 10.2579, 17.0011], [9.4833, 15.8219, 16.7592], [21.8806, 14.0466, 18.2943], [15.7317, 10.4834, 18.7011], [13.8743, 9.9407, 11.6942], [19.5873, 12.4966, 11.4825], [12.5195, 10.5588, 16.4179], [21.5156, 15.8675, 19.5290], [17.7627, 16.0053, 10.2589], [15.3234, 21.5594, 18.5778], [13.9316, 13.1243, 18.4344], [16.9321, 11.5467, 13.2874], [19.3314, 10.9284, 13.2768], [17.4885, 17.9048, 19.8596], [13.6710, 17.3700, 15.9712], [17.5297, 9.4811, 8.5146], [13.1316, 11.1079, 10.6722], [14.2192, 18.0842, 9.6526], [17.4595, 17.7042, 7.9625], [15.1599, 13.0164, 14.2928], [13.6006, 11.9003, 15.9931], [8.3283, 17.1364, 16.4730], [17.3621, 12.6766, 19.3165], [17.8413, 13.0132, 13.0272], [15.4752, 15.5778, 14.0432], [16.6815, 17.9063, 10.2625], [17.4915, 16.5249, 15.8686], [10.7790, 18.0125, 15.6541], [14.3269, 16.4029, 9.0980]], "atomic_forces_ev_per_a": [[-0.29, -0.01, 0.40], [0.18, -0.54, -0.93], [-0.36, -0.48, 0.23], [0.37, -0.33, 0.58], [-0.12, -0.13, -0.63], [0.22, -1.58, 1.26], [1.44, 0.32, -1.69], [-0.15, 0.56, -0.50], [1.11, 0.04, -0.63], [-0.52, -1.06, -0.33], [-0.40, -0.40, 0.30], [-0.09, -0.57, 1.47], [-0.37, -0.06, -0.32], [-0.46, -0.51, -0.19], [-1.92, 1.83, 1.63], [0.22, 0.32, 2.19], [-1.30, -0.70, 1.95], [-1.46, 0.93, -1.08], [1.76, 0.82, 0.84], [-0.35, -1.03, -0.85], [0.57, -1.14, 0.38], [-0.69, 0.35, 1.23], [-0.30, 0.80, 0.04], [0.92, -0.50, 1.08], [0.62, 0.97, -0.37], [-0.50, -0.74, 0.05], [-0.03, -0.64, -0.35], [-1.45, -2.42, -0.34], [-1.51, 0.53, -1.21], [1.61, -0.50, -1.19], [0.81, -0.83, 0.66], [0.26, -1.06, -1.19], [0.97, -0.41, 1.07], [-1.00, 0.35, 1.06], [0.84, 0.31, 0.78], [-1.26, 1.08, 0.35], [1.97, -0.10, 0.81], [0.03, 1.66, 1.29], [-0.02, 0.12, -0.50], [2.21, -0.31, 0.13], [1.87, 1.96, 0.92], [0.49, 0.72, -0.50], [0.28, -0.03, 0.16], [-1.10, 1.81, 1.07], [-2.03, 0.29, -1.46], [0.19, -1.29, 0.25], [1.12, -0.41, -0.26], [-0.38, -0.28, -0.34], [0.55, -0.41, -0.98], [0.24, 0.11, 0.26], [0.19, 0.02, -0.44], [-0.31, -0.28, -0.37], [0.45, -0.45, -0.48], [0.07, 0.90, -0.14], [-0.67, -0.54, -0.87], [0.76, -0.34, 0.01], [-0.95, -0.24, 0.21], [-0.16, 0.44, 0.85], [0.68, 0.22, 0.09], [0.14, -0.49, -0.91], [-1.69, -0.44, -0.25], [0.68, -0.03, 0.50], [0.04, -0.45, 0.17], [-0.79, 0.39, -1.34], [-0.52, 0.50, -0.14], [-1.40, -0.70, -0.41], [-0.12, 0.36, -0.02], [-0.98, -0.19, -0.15], [0.15, 0.68, -0.44], [-1.07, 0.30, -0.50], [0.87, 0.43, 0.42], [-0.55, 0.42, -0.94], [0.19, 0.42, -0.40], [0.33, 0.31, -0.81], [-0.24, -0.17, -0.31], [0.15, -0.15, -0.37], [-0.61, 0.04, -0.72], [-0.08, 0.19, 0.15], [-0.80, -0.19, 0.48], [-0.06, 0.13, -0.42], [0.35, -0.59, -0.86], [-0.41, 0.02, 0.56], [0.03, 0.26, -0.30], [0.76, 0.07, 0.04], [-0.76, -1.01, -0.83], [0.16, 1.46, 0.64], [-0.36, 0.09, -0.54], [-0.21, -0.29, 0.01], [0.37, 0.50, 0.70], [0.07, -0.30, 0.09], [0.05, -0.21, -0.17], [-0.05, -0.73, -0.59], [-0.25, 0.16, 0.18], [0.52, -0.19, 0.46], [0.17, -0.06, 0.08], [-0.83, -0.41, 1.42], [0.71, 0.10, 0.58], [-0.18, -0.51, -0.85], [0.65, -0.49, 0.66], [0.25, -0.38, -0.11], [-0.41, 1.03, 0.39], [-0.42, 0.13, -0.01], [0.38, 0.47, 0.32], [0.18, -0.07, 0.63], [0.24, -0.05, 0.30], [-0.29, 0.37, 0.10], [-0.62, 0.19, 0.04], [0.32, 0.66, -0.70], [0.49, -0.07, 0.13], [0.51, 0.33, 0.03], [1.08, -0.21, 0.22], [-0.32, -0.39, -0.45], [1.43, 0.34, 0.68], [-0.01, -0.68, 1.57], [-0.32, -0.28, 0.66], [-0.28, 0.26, -0.14], [-0.36, 0.50, -0.32], [0.55, 0.10, -0.45], [0.86, 0.38, -0.27], [-0.07, 0.02, 0.22], [0.13, -0.05, 0.10], [0.06, 0.29, -0.25], [-0.04, -0.52, -1.30], [1.30, 0.37, -1.04], [-0.42, 0.04, -0.70], [-0.11, 0.32, 0.06], [-0.73, 0.41, -0.32], [-0.58, 0.31, 0.14], [-0.09, -0.17, 0.11]], "e_homo_ha": -0.31439, "total_charge": 0, "orbital_gap_ev": 9.030, "relative_energy_kcal_mol": 72.7, "lumo_ev": 0.4750, "total_energy_ev": -61307.6964}